[1]
The following is a DFT calculation (ωB97M-V with the def2-TZVPD basis set) of one molecule with the formula C25H26N4O3S.

Cartesian coordinates (Å):
C -1.23559 2.70520 4.57802
O -0.43166 3.11631 3.50314
C 0.65947 2.35597 3.18166
C 1.04393 1.19012 3.83074
C 2.16405 0.49762 3.40911
C 2.92610 0.92572 2.32296
N 4.05767 0.18320 1.95368
C 4.99620 0.74168 1.00701
C 4.51738 0.57452 -0.46126
N 3.33918 -0.26416 -0.45608
C 2.16976 0.23642 -0.92340
O 2.14019 1.25169 -1.60263
C 0.90423 -0.45971 -0.62179
C -0.15754 -0.47508 -1.47573
C -1.31563 -1.05193 -0.90386
C -2.67153 -1.42328 -1.12280
C -3.48598 -1.26646 -2.31460
C -4.66597 -1.99255 -2.44999
C -5.43703 -1.84229 -3.58789
C -5.04730 -0.97748 -4.59084
C -3.86982 -0.23832 -4.46107
O -3.57501 0.59458 -5.49875
C -2.40269 1.36942 -5.42714
C -3.09214 -0.38603 -3.32173
N -3.15864 -1.98072 -0.02030
N -2.19887 -1.99075 0.91428
C -2.43465 -2.52844 2.22058
C -1.07624 -1.44394 0.42071
S 0.51661 -1.12308 0.97080
C 3.56048 -1.51111 0.22797
C 3.88057 -1.23506 1.72563
C 2.54605 2.11442 1.69688
C 1.43496 2.81209 2.11834
H -2.03024 3.44604 4.65391
H -1.67931 1.71958 4.39766
H -0.67355 2.68186 5.51804
H 0.48720 0.80865 4.67273
H 2.45143 -0.39253 3.94838
H 5.16425 1.79059 1.24991
H 5.94152 0.20735 1.15006
H 5.29732 0.10872 -1.07389
H 4.23934 1.52513 -0.91776
H -0.07114 -0.09005 -2.47501
H -4.95777 -2.66391 -1.65896
H -6.35188 -2.40575 -3.69686
H -5.63709 -0.84959 -5.48462
H -2.42047 2.05095 -4.57068
H -1.50746 0.74133 -5.37315
H -2.37717 1.95060 -6.34760
H -2.19107 0.18823 -3.18821
H -3.48444 -2.80701 2.27733
H -2.20797 -1.78184 2.98411
H -1.81168 -3.40939 2.39178
H 4.41487 -2.00126 -0.25521
H 2.69510 -2.16252 0.12035
H 3.07025 -1.60388 2.35069
H 4.80309 -1.75199 2.01078
H 3.09778 2.50200 0.85667
H 1.13855 3.72012 1.61792

## Properties
SMILES = COc1ccc(N2CCN(C(=O)c3cc4c(-c5cccc(OC)c5)nn(C)c4s3)CC2)cc1
Frontier orbital gap = 7.90 eV
Strongest force on any atom = 0.982 eV/Å
Multiplicity = 1
LUMO = 0.015 Eh

[2]
The following is a DFT calculation (ωB97M-V with the def2-TZVPD basis set) of one molecule with the formula C25H26N6O4 at a distorted geometry.

Cartesian coordinates (Å):
N 5.32529 3.14097 0.59916
C 4.71460 2.74054 -0.53641
O 5.32149 2.44085 -1.54095
C 3.19083 2.71158 -0.46066
C 2.74599 1.52054 0.41798
N 3.62158 0.39491 0.17866
C 4.60841 0.07254 1.05272
O 4.69388 0.58577 2.15429
C 5.54621 -0.97127 0.55921
C 5.95174 -1.97909 1.42756
C 6.83165 -2.95403 0.99583
C 7.32734 -2.91569 -0.29732
C 6.94837 -1.89680 -1.15593
C 6.05674 -0.92602 -0.73517
C 1.29473 1.17034 0.19209
C 0.30819 2.16025 0.25242
C -1.02061 1.85931 0.08798
C -1.46784 0.54503 -0.15568
N -2.79765 0.25683 -0.21654
C -3.39323 -0.88746 0.44026
C -4.45271 -1.52811 -0.46763
N -5.44736 -0.53753 -0.80660
C -6.56562 -0.31743 -0.04402
C -7.18460 -1.32976 0.71056
C -8.34958 -1.03660 1.38389
C -8.88923 0.24258 1.30364
C -8.21470 1.16816 0.53119
N -7.09253 0.90925 -0.11541
C -4.83805 0.58989 -1.47291
C -3.78290 1.25373 -0.57408
C -0.45498 -0.43131 -0.29628
N -0.70251 -1.74320 -0.80111
O -1.67932 -1.91629 -1.51063
O 0.11162 -2.61395 -0.55358
C 0.88864 -0.11656 -0.08201
H 6.32909 3.05757 0.64123
H 4.83778 3.14390 1.47910
H 2.82510 3.65304 -0.05351
H 2.80660 2.58548 -1.47415
H 2.88846 1.77039 1.47891
H 3.66341 0.03173 -0.76112
H 5.56323 -1.98739 2.43477
H 7.13522 -3.74197 1.66894
H 8.01777 -3.67508 -0.63368
H 7.35008 -1.85570 -2.15742
H 5.79633 -0.11344 -1.39907
H 0.58733 3.18089 0.46420
H -1.74734 2.64789 0.19643
H -2.63747 -1.61512 0.72765
H -3.89220 -0.53569 1.35804
H -4.89795 -2.38374 0.03415
H -3.97258 -1.86956 -1.38756
H -6.77533 -2.32570 0.75642
H -8.84123 -1.80148 1.96816
H -9.79896 0.50247 1.81989
H -8.57914 2.18212 0.42114
H -5.61744 1.30900 -1.72019
H -4.35579 0.22293 -2.38309
H -3.30819 2.06272 -1.12754
H -4.28099 1.65990 0.31698
H 1.60376 -0.92112 -0.16256

## Properties
SMILES = NC(=O)C[C@H](NC(=O)c1ccccc1)c1ccc(N2CCN(c3ccccn3)CC2)c([N+](=O)[O-])c1
Frontier orbital gap = 7.34 eV
Strongest force on any atom = 1.419 eV/Å
Multiplicity = 1
LUMO = -0.017 Eh

[3]
The following is a DFT calculation (ωB97M-V with the def2-TZVPD basis set) of C25H26N6O5S4Tl as an isolated structure at a distorted geometry.

Cartesian coordinates (Å):
Tl 1.42036 -1.27018 0.96263
C -3.52467 -2.05224 1.12549
C -2.47152 -3.09041 1.24963
N -1.52092 -3.03599 2.13073
N -1.45641 -1.79269 2.71510
C -0.98215 -1.55822 3.97264
N -0.52708 -0.28971 4.08471
S -0.96372 -2.62803 5.25990
C -2.39509 -4.21320 0.28662
C -2.59901 -3.85838 -1.04810
C -2.54454 -4.83531 -2.00450
C -2.15133 -6.13367 -1.64500
C -1.90472 -6.36745 -0.27638
N -2.08935 -5.43814 0.68846
H -3.52344 -1.50172 2.05394
H -4.49878 -2.50653 0.98751
H -3.31564 -1.35508 0.28147
H -1.50620 -0.95838 2.08268
H -0.70351 0.41065 3.30218
H -0.33633 0.05157 5.00383
H -2.85685 -2.79967 -1.29813
H -2.83472 -4.62636 -3.02259
H -1.99678 -6.88246 -2.42314
H -1.62446 -7.32871 0.15022
O -3.08478 0.98867 -2.50836
C -3.35381 1.57703 -1.31273
C -4.48756 2.39367 -1.31684
C -4.86090 2.99130 -0.16037
C -4.07872 2.91911 0.99703
C -2.95236 2.10867 0.99064
C -2.56428 1.39415 -0.18051
C -1.40525 0.40136 -0.04996
O -0.78772 0.30639 1.07822
N -1.20817 -0.35085 -1.09667
N -0.31798 -1.37744 -0.98137
C 0.40784 -1.48623 -2.00341
S 1.64129 -2.77664 -1.95847
C 2.78675 -1.91368 -3.05665
C 1.90467 -1.28680 -4.12656
S 0.50298 -0.41414 -3.37377
H -2.29543 0.40193 -2.32375
H -5.00759 2.40650 -2.26783
H -5.73200 3.63152 -0.22863
H -4.33451 3.54728 1.80041
H -2.39668 1.93331 1.89774
H 3.47464 -2.68417 -3.51528
H 3.44755 -1.17020 -2.56530
H 1.63355 -2.01674 -4.91394
H 2.49059 -0.46344 -4.56275
C 5.19175 5.78555 2.31134
C 4.81265 4.68907 1.36208
C 5.73859 3.77497 0.82754
C 5.28227 2.66258 0.12839
C 3.92085 2.44530 -0.11237
C 3.00188 3.29615 0.47248
C 3.43725 4.44956 1.10608
S 3.32392 1.19008 -1.21356
O 2.96717 1.89396 -2.38759
O 4.41254 0.24265 -1.33709
O 2.15818 0.58159 -0.58637
H 6.17820 5.57814 2.77104
H 4.46610 5.81167 3.14251
H 5.27515 6.75874 1.79201
H 6.76795 3.78626 1.15002
H 5.90897 1.94645 -0.38094
H 1.94754 3.07193 0.41023
H 2.69372 5.03509 1.66342

## Properties
Frontier orbital gap = 7.95 eV
Net charge = -1
Strongest force on any atom = 2.294 eV/Å
Multiplicity = 1
LUMO = 0.085 Eh

[4]
The following is a DFT calculation (ωB97M-V with the def2-TZVPD basis set) of C25H27AsBrFO2PtS as an isolated structure at a distorted geometry.

Cartesian coordinates (Å):
Pt -0.46226 -0.98985 0.17855
O 3.86744 -0.41675 0.71365
C 2.83464 -0.94255 0.28945
O 1.84504 -0.35075 -0.22145
C 2.74724 -2.46475 0.29025
C 3.68044 -3.17825 -0.44645
C 3.60364 -4.55775 -0.57275
C 2.57264 -5.23715 0.06005
C 1.66054 -4.54695 0.83085
C 1.71724 -3.15475 0.95405
S 0.55694 -2.39685 2.02215
H 4.48064 -2.63765 -0.93785
H 4.33804 -5.09985 -1.15845
H 2.47914 -6.31175 -0.05635
H 0.86604 -5.06945 1.34935
Br -5.26526 3.76185 -0.24555
C -3.84236 2.46455 -0.00735
C -3.11836 2.05845 -1.11545
C -2.03796 1.21765 -0.93105
C -1.65106 0.74715 0.33625
C -2.43986 1.17145 1.41925
C -3.50966 2.04165 1.26345
H -3.38536 2.41135 -2.10305
H -1.45686 0.92685 -1.80425
H -2.19686 0.85445 2.42875
H -4.05716 2.40275 2.12635
C -0.77806 4.47145 -0.60925
C 0.72074 4.22975 -0.55725
As 1.16654 2.25695 -0.30965
C 3.13254 2.54385 -0.45965
C 3.66694 2.39785 -1.87645
C 1.10024 2.45735 1.66435
C 1.20394 1.17845 2.46975
H -1.02296 5.53755 -0.65435
H -1.26156 4.04485 0.26975
H -1.19716 3.97855 -1.48485
H 1.16704 4.81385 0.25455
H 1.17224 4.58915 -1.48875
H 3.59854 1.78225 0.16455
H 3.37514 3.53245 -0.05775
H 3.48194 1.38035 -2.22005
H 4.74354 2.58525 -1.90805
H 3.17724 3.09045 -2.56725
H 0.15084 2.95265 1.89555
H 1.90904 3.14435 1.94835
H 0.50764 0.42785 2.07425
H 0.96464 1.34565 3.52525
H 2.20694 0.76205 2.40375
F -5.34766 -4.74815 -1.09495
C -4.24956 -3.94405 -0.84805
C -4.28046 -3.07145 0.22125
C -3.16816 -2.28555 0.46915
C -2.02026 -2.32195 -0.33485
C -2.05886 -3.20485 -1.41965
C -3.15316 -4.02035 -1.67925
H -5.16446 -3.01265 0.84105
H -3.19566 -1.61165 1.31645
H -1.21646 -3.27405 -2.09835
H -3.15786 -4.71135 -2.51175

## Properties
Frontier orbital gap = 4.74 eV
Net charge = -2
Strongest force on any atom = 2.270 eV/Å
Multiplicity = 1
LUMO = 0.149 Eh

[5]
The following is a DFT calculation (ωB97M-V with the def2-TZVPD basis set) of C25H27AuN3O3Se2 as an isolated structure at a distorted geometry.

Cartesian coordinates (Å):
Au 0.67798 1.21454 -1.23310
O -1.08252 2.52901 4.11535
C -1.40745 3.26785 2.91684
C -0.32324 3.52238 1.83222
C 0.55337 4.65697 2.30345
O 1.44539 5.18812 1.33410
C 0.51042 2.29243 1.59168
Se -0.59206 0.74122 1.02981
C -1.04618 3.92148 0.52914
Se -0.10053 3.53003 -1.19796
H -1.37003 1.64768 3.93754
H -1.82928 4.20391 3.20206
H -2.16189 2.69267 2.32769
H 1.13846 4.30811 3.20671
H -0.15275 5.36335 2.72068
H 1.02880 5.27661 0.45374
H 1.05850 2.03072 2.47092
H 1.18405 2.52257 0.75043
H -1.09926 5.04835 0.44866
H -2.05521 3.46080 0.50907
C 1.37233 -0.77754 -1.24643
C 2.16475 -1.66940 -1.01953
C 2.96654 -2.80108 -0.79145
C 3.24639 -3.18818 0.63793
C 3.26319 -4.50036 1.03318
C 3.48381 -4.87046 2.36178
C 3.65612 -3.91171 3.36336
C 3.62600 -2.57858 2.98626
C 3.40415 -2.20943 1.62323
C 3.65990 -3.41394 -1.92068
C 4.88885 -4.09216 -1.78095
C 5.65994 -4.45615 -2.88395
C 5.20068 -4.25202 -4.17142
C 3.90613 -3.78254 -4.35208
C 3.16372 -3.32761 -3.26751
H 3.09723 -5.28143 0.32733
H 3.41102 -5.97338 2.56032
H 3.77228 -4.19689 4.40223
H 3.80278 -1.75484 3.68896
H 3.42037 -1.20084 1.28114
H 5.17598 -4.22797 -0.74051
H 6.62675 -4.88649 -2.76748
H 5.87415 -4.48024 -4.98829
H 3.49194 -3.69502 -5.37710
H 2.20023 -2.86981 -3.43810
C -7.20938 -0.43356 -0.39762
N -6.20868 0.53423 -0.79049
C -4.92477 0.58413 -0.41420
C -4.11006 1.58822 -0.83480
C -4.66986 2.52818 -1.79425
N -5.96362 2.58010 -2.17776
C -6.76193 1.50971 -1.71013
O -7.87516 1.30429 -2.11333
N -3.88317 3.47718 -2.31519
H -6.83940 -1.16215 0.32471
H -7.66437 -0.89407 -1.30573
H -8.02016 0.07518 0.11300
H -4.56422 -0.18429 0.22851
H -3.04478 1.79001 -0.50160
H -2.87320 3.50760 -2.15914
H -4.29903 4.17456 -2.92128

## Properties
Frontier orbital gap (alpha / beta) = 6.83 / 6.31 eV
Net charge = -1
Strongest force on any atom = 2.734 eV/Å
Multiplicity = 3
LUMO (alpha / beta) = 0.090 / 0.039 Eh

[6]
The following is a DFT calculation (ωB97M-V with the def2-TZVPD basis set) of C25H27AuN7O2S2Sb as an isolated structure at a distorted geometry.

Cartesian coordinates (Å):
Au -0.10318 -1.90178 -0.56214
O -5.72161 0.25349 -4.41634
N -5.56989 -0.93716 -4.52136
O -6.22047 -1.68471 -5.19873
C -4.45329 -1.53760 -3.77389
C -4.01336 -2.75646 -4.18681
C -2.88125 -3.37150 -3.58895
C -2.42560 -4.65007 -3.95942
C -1.29323 -5.15503 -3.36484
C -0.62244 -4.37441 -2.42126
N -1.04435 -3.18178 -2.05689
C -2.16536 -2.66956 -2.59516
C -2.65765 -1.40746 -2.12557
N -1.99539 -0.79875 -1.13112
C -2.44887 0.31365 -0.60576
C -3.63529 0.90554 -1.03769
C -4.32648 0.33239 -2.08209
C -3.83429 -0.84385 -2.68038
H -4.51953 -3.26539 -4.99642
H -2.96722 -5.21828 -4.70002
H -0.91204 -6.13158 -3.61811
H 0.28268 -4.73090 -1.94772
H -1.85200 0.73537 0.19576
H -4.01434 1.79381 -0.56037
H -5.23448 0.78994 -2.44720
C -0.37119 5.18277 0.41852
C -0.54138 4.53660 1.77214
Sb 0.17477 2.43986 1.90745
C 2.34485 2.72186 2.25881
C 2.64443 3.36569 3.59157
C -0.83346 1.77469 3.77002
C -0.72588 2.78963 4.87882
H -0.74715 6.20478 0.47286
H -0.93064 4.65434 -0.35120
H 0.67507 5.22417 0.12251
H -1.58642 4.50815 2.07651
H 0.04133 5.05847 2.53036
H 2.67519 3.34100 1.42573
H 2.80477 1.74134 2.17115
H 2.11649 4.31003 3.71296
H 3.71279 3.58299 3.63784
H 2.40855 2.70681 4.42522
H -0.39273 0.82437 4.05194
H -1.86677 1.61163 3.47038
H 0.29861 2.94447 5.20394
H -1.28065 2.40418 5.73472
H -1.16762 3.74498 4.60740
N 0.47464 -0.55150 0.92721
C 1.16628 -0.87286 1.83102
C 2.06233 -1.13761 2.80077
C 1.73423 -1.04589 4.16262
N 1.44253 -0.87348 5.25727
C 3.35036 -1.45256 2.34940
N 4.37105 -1.71805 1.89666
S 1.98920 -3.31482 -0.41979
C 3.25859 -2.30460 -0.86712
N 4.51516 -2.68387 -0.78436
C 5.54272 -1.69063 -1.01332
C 4.88984 -0.56117 -1.80911
S 3.08642 -0.69693 -1.48275
H 4.76300 -3.57010 -0.36304
H 6.37329 -2.13296 -1.56766
H 5.90999 -1.33744 -0.04199
H 5.03302 -0.66608 -2.88545
H 5.21333 0.42985 -1.49750

## Properties
Frontier orbital gap (alpha / beta) = 3.15 / 3.17 eV
Net charge = +2
Strongest force on any atom = 1.724 eV/Å
Multiplicity = 1
LUMO (alpha / beta) = -0.337 / -0.338 Eh